This record from the OMol25 dataset describes 3 unconnected molecules or ions with the total composition C24H36FNO4 at a distorted geometry. The level of theory is wB97M-V/def2-TZVPD.

Calculated values
structure (SMILES)	CCC[C@@H](C)N1C(=O)c2ccc(CCCF)cc2C1=O.C1CCOC1.C1CCOC1
DFT total energy	-37866.6746	eV
lowest unoccupied orbital energy	-0.1	eV
HOMO-LUMO gap	8.882	eV

CARTESIAN COORDINATES (ANGSTROEM)
C: 0.458268 -2.423022 -5.117126
C: 1.175282 -1.061370 -5.550097
C: 2.544916 -1.299424 -6.288845
C: 3.671706 -0.231716 -5.932923
C: 3.004880 1.193735 -5.876717
N: 4.462084 -0.598607 -4.728063
C: 5.064497 0.448042 -3.955443
O: 6.095641 1.028563 -4.121975
C: 4.042177 0.619297 -2.783674
C: 3.773610 1.712094 -1.877805
C: 2.676202 1.500957 -0.914140
C: 1.892386 0.262171 -0.858649
C: 0.701219 0.085729 0.146309
C: -0.580742 0.717566 -0.557974
C: -1.796929 -0.300955 -0.591643
F: -2.646157 0.034043 -1.683397
C: 2.209165 -0.865527 -1.760929
C: 3.280329 -0.645389 -2.700666
C: 3.914422 -1.555832 -3.800811
O: 3.993411 -2.744884 -3.890328
H: -0.210343 -2.741962 -5.954257
H: -0.194232 -2.275941 -4.215283
H: 1.191983 -3.228202 -4.868100
H: 1.272748 -0.474226 -4.593907
H: 0.435587 -0.503696 -6.178720
H: 2.360740 -1.155156 -7.392725
H: 2.924237 -2.352175 -6.193212
H: 4.384361 -0.269093 -6.806937
H: 2.282607 1.249643 -6.733681
H: 2.432454 1.290203 -4.917110
H: 3.726685 2.045371 -5.925208
H: 4.364650 2.647835 -1.938354
H: 2.484694 2.361297 -0.224443
H: 0.485245 -1.003807 0.268296
H: 0.989356 0.606712 1.088856
H: -0.961544 1.635046 -0.041580
H: -0.398983 1.001460 -1.627846
H: -2.357113 -0.236421 0.371656
H: -1.446729 -1.349353 -0.802968
H: 1.659135 -1.829881 -1.753458
C: -1.676481 1.572707 4.426531
C: -1.281881 3.035018 4.353173
C: -1.129483 3.244403 2.857202
O: -2.048422 2.348014 2.217198
C: -2.545463 1.419777 3.192479
H: -2.194099 1.302172 5.347151
H: -0.785390 0.942964 4.337062
H: -2.094804 3.658138 4.736880
H: -0.376548 3.274993 4.911188
H: -0.118503 2.987139 2.520436
H: -1.346870 4.269717 2.552427
H: -3.587143 1.682776 3.405738
H: -2.519062 0.407574 2.782569
C: -4.694762 -2.089864 5.783212
C: -3.677152 -2.614200 6.777965
C: -2.751370 -1.421734 6.937367
O: -3.549714 -0.246981 6.738764
C: -4.821473 -0.636225 6.201405
H: -5.645464 -2.622880 5.804311
H: -4.289468 -2.153481 4.768856
H: -4.168557 -2.835879 7.729687
H: -3.159188 -3.513738 6.444663
H: -1.963232 -1.425697 6.176029
H: -2.282879 -1.382853 7.922390
H: -5.570934 -0.514369 6.990556
H: -5.083563 0.019385 5.368641

Atoms 1-3, force components in eV/Å:
C -0.07 0.51 -0.29
C -0.59 -1.01 1.11
C -0.03 0.61 -0.46

Löwdin charges, unit e, in atom order: -0.108, -0.239, -0.155, -0.288, -0.049, 0.024, -0.360, 0.149, -0.061, 0.014, -0.010, -0.183, -0.136, -0.152, -0.175, -0.094, 0.047, -0.048, -0.351, 0.145, 0.068, 0.064, 0.067, 0.084, 0.108, 0.119, 0.112, 0.144, 0.092, 0.077, 0.087, 0.115, 0.111, 0.104, 0.109, 0.099, 0.116, 0.107, 0.116, 0.123, -0.171, -0.169, -0.204, -0.157, -0.201, 0.100, 0.117, 0.118, 0.115, 0.110, 0.118, 0.118, 0.106, -0.175, -0.175, -0.205, -0.160, -0.201, 0.114, 0.114, 0.116, 0.114, 0.114, 0.118, 0.118, 0.113



This record from the OMol25 dataset describes a molecular structure, C3HO3Tl at a distorted geometry. The level of theory is wB97M-V/def2-TZVPD.

Calculated values
DFT total energy	-13950.3702	eV
total charge	+1
2S+1	2
lowest unoccupied orbital energy (alpha / beta)	-5.2 / -7.5	eV
HOMO-LUMO gap (alpha / beta)	9.219 / 6.769	eV

CARTESIAN COORDINATES (ANGSTROEM)
C: -0.585367 0.530301 0.110210
C: -1.176802 -0.676468 0.283817
O: -1.049364 1.770677 -0.090658
H: -2.009988 1.760987 -0.163401
O: 0.759185 0.424308 -0.164110
Tl: 3.055474 -1.322584 0.536468
O: -0.037031 -1.574209 -0.148426
C: 1.043890 -0.913009 -0.363899

Atoms 1-3, force components in eV/Å:
C 0.39 2.91 -2.25
C 0.92 -2.11 0.06
O 1.08 -1.95 0.78

Löwdin charges, unit e, in atom order: -0.327, 0.248, 0.211, 0.158, 0.032, 1.078, -0.004, -0.394



This record from the OMol25 dataset describes a molecular structure, C46H41N2O4S3SbTi at a distorted geometry. The level of theory is wB97M-V/def2-TZVPD.

Calculated values
DFT total energy	-121696.0892	eV
total charge	-2
energy relative to the best compared isomer or geometry (same formula, charge and spin)	2.011	eV
lowest unoccupied orbital energy (alpha / beta)	3.8 / 3.8	eV
HOMO-LUMO gap (alpha / beta)	4.678 / 4.628	eV

CARTESIAN COORDINATES (ANGSTROEM)
Ti: 0.497311 -1.628388 -1.126716
O: 0.121293 -1.503977 0.778884
N: 1.048227 -1.876111 1.655150
C: 1.192032 -1.107998 2.751172
C: 2.203771 -1.357668 3.634938
C: 3.063766 -2.429069 3.369967
C: 2.887032 -3.199681 2.251319
C: 1.868633 -2.907346 1.323689
S: 1.616280 -3.728247 -0.164695
H: 0.467722 -0.309619 2.829681
H: 2.331177 -0.709382 4.488428
H: 3.897787 -2.633352 4.029128
H: 3.563450 -4.005072 2.007479
O: -1.265536 -2.927494 -1.283437
S: -2.601524 -2.288273 -0.839437
C: -3.543758 -3.781069 -0.383252
C: -4.381763 -4.255144 -1.581860
C: -3.784194 -3.578897 -2.814627
C: -3.537022 -2.145884 -2.376439
H: -4.148927 -3.509982 0.483152
H: -2.779893 -4.493683 -0.077978
H: -5.416902 -3.929529 -1.451211
H: -4.385749 -5.342675 -1.669622
H: -4.416215 -3.648432 -3.701841
H: -2.817601 -4.032149 -3.048230
H: -4.457785 -1.614590 -2.118363
H: -2.952531 -1.534134 -3.058366
O: 1.185652 1.428805 -5.739981
C: 0.801145 0.385663 -5.266736
C: -0.267143 -0.499878 -5.917636
C: -0.239687 -1.749290 -5.055512
C: 0.699865 -1.338080 -3.939987
O: 0.875225 -2.181281 -2.967529
N: 1.260645 -0.176619 -4.067820
H: -0.026477 -0.659560 -6.968080
H: -1.218727 0.031365 -5.865293
H: 0.175343 -2.625219 -5.558405
H: -1.201530 -2.041029 -4.631860
C: 2.159526 -0.602554 -0.796798
C: 3.144751 -0.369594 -0.074370
C: 4.215240 -0.039441 0.740710
C: 5.270583 -1.011466 0.915310
C: 5.391339 -2.104649 0.022623
C: 6.339979 -3.091106 0.197824
C: 7.228063 -3.064003 1.274256
C: 7.120283 -2.006705 2.171285
C: 6.175616 -1.007436 2.001208
C: 4.132542 1.245567 1.443122
C: 5.260716 1.996726 1.816542
C: 5.137916 3.233445 2.432308
C: 3.887669 3.783949 2.688612
C: 2.757098 3.071006 2.300830
C: 2.879880 1.832646 1.697262
H: 4.695724 -2.165959 -0.806636
H: 6.385202 -3.904611 -0.519407
H: 7.974395 -3.837883 1.405792
H: 7.780492 -1.961350 3.032522
H: 6.102446 -0.225561 2.745462
H: 6.247752 1.618485 1.581846
H: 6.035591 3.784592 2.694955
H: 3.795225 4.757362 3.155542
H: 1.766247 3.486339 2.449327
H: 1.986603 1.310098 1.373914
S: -1.130078 0.105765 -1.555988
Sb: -1.538219 1.174506 0.625884
C: -3.249008 2.358678 0.003124
C: -3.452638 2.731862 -1.322421
C: -4.524933 3.540942 -1.682027
C: -5.411836 4.000001 -0.717112
C: -5.221194 3.636112 0.609716
C: -4.150753 2.822786 0.959852
C: -3.513886 -0.297105 1.494348
C: -3.482888 -0.352311 2.889699
C: -4.613065 -0.564149 3.681053
C: -5.855356 -0.728976 3.083764
C: -5.940103 -0.689441 1.693814
C: -4.790964 -0.481481 0.938386
C: -0.317369 2.958202 -0.072815
C: -0.581136 4.187993 0.533478
C: 0.129639 5.338383 0.210165
C: 1.143632 5.277411 -0.738071
C: 1.431085 4.064377 -1.349663
C: 0.708063 2.922360 -1.019441
H: -2.761293 2.393571 -2.087141
H: -4.660682 3.821794 -2.720911
H: -6.240941 4.641213 -0.994987
H: -5.915564 3.971414 1.372352
H: -4.032735 2.529143 1.998509
H: -2.528058 -0.206167 3.402394
H: -4.526600 -0.590706 4.764168
H: -6.745769 -0.867461 3.687815
H: -6.906187 -0.799255 1.207747
H: -4.914766 -0.424312 -0.146185
H: -1.374867 4.265150 1.276759
H: -0.108324 6.281480 0.692727
H: 1.710675 6.166535 -0.991507
H: 2.222719 3.998947 -2.087446
H: 0.959131 1.987809 -1.512154

Atoms 1-3, force components in eV/Å:
Ti 0.59 0.80 -0.35
O -0.58 -0.29 0.74
N 0.18 0.15 -0.31

Löwdin charges, unit e, in atom order: 0.611, -0.375, -0.165, -0.018, -0.048, -0.066, -0.078, -0.640, 0.697, 0.113, 0.106, 0.106, 0.106, -0.657, 0.877, -0.286, -0.228, -0.246, -0.333, 0.081, 0.092, 0.105, 0.102, 0.108, 0.108, 0.093, 0.055, 0.045, -0.482, -0.098, -0.095, -0.516, -0.196, 0.195, 0.106, 0.114, 0.118, 0.101, -0.111, -0.135, -0.193, -0.191, -0.047, -0.121, -0.149, -0.135, -0.071, -0.176, -0.066, -0.123, -0.129, -0.092, -0.038, 0.104, 0.091, 0.073, 0.084, 0.091, 0.098, 0.085, 0.081, 0.094, 0.088, 0.203, 1.229, -0.393, -0.135, -0.109, -0.127, -0.112, -0.146, -0.319, -0.201, -0.139, -0.148, -0.135, -0.197, -0.398, -0.179, -0.132, -0.130, -0.097, -0.148, 0.067, 0.089, 0.083, 0.088, 0.093, 0.061, 0.080, 0.077, 0.081, 0.074, 0.080, 0.082, 0.082, 0.097, 0.052



This record from the OMol25 dataset describes 2 unconnected molecules or ions with the total composition C4H12NOS at a distorted geometry. The level of theory is wB97M-V/def2-TZVPD.

Calculated values
DFT total energy	-18715.8856	eV
total charge	-1
energy relative to the best compared isomer or geometry (same formula, charge and spin)	0.869	eV
lowest unoccupied orbital energy	3.4	eV
HOMO-LUMO gap	5.728	eV

CARTESIAN COORDINATES (ANGSTROEM)
C: -0.682036 -0.152971 -0.739374
C: 0.735363 -0.480465 -1.181079
S: 1.189935 -0.001048 -2.878329
C: -1.066672 -0.814587 0.572640
N: -0.115117 -0.544346 1.709678
C: -0.834886 -0.695997 2.984062
H: -0.635827 0.913881 -0.503886
H: -1.510755 -0.197987 -1.442044
H: 0.965643 -1.545494 -1.003277
H: 1.419156 0.013977 -0.501636
H: -2.044915 -0.482505 0.930213
H: -1.082125 -1.892172 0.462554
H: 0.619167 -1.237813 1.664427
H: -1.506036 -1.553355 3.011744
H: -1.259735 0.277791 3.224024
H: -0.099640 -0.892532 3.754827
H: 0.039305 1.323212 1.457821
H: -0.019603 2.624817 0.742097
O: -0.297851 2.240165 1.588637

Atoms 1-3, force components in eV/Å:
C 0.29 1.20 1.16
C 0.22 -0.76 -0.53
S -0.17 0.02 0.00

Löwdin charges, unit e, in atom order: -0.312, -0.837, 0.042, -0.244, -0.151, -0.142, 0.071, 0.094, 0.033, 0.019, 0.106, 0.102, 0.100, 0.069, 0.074, 0.066, -0.009, 0.031, -0.112



This record from the OMol25 dataset describes a single C5H9NO molecule. The level of theory is wB97M-V/def2-TZVPD.

Calculated values
DFT total energy	-8863.2262	eV
energy relative to the best compared isomer or geometry (same formula, charge and spin)	5.986	eV
lowest unoccupied orbital energy	0.7	eV
HOMO-LUMO gap	7.661	eV

CARTESIAN COORDINATES (ANGSTROEM)
C: -1.773227 -0.134289 -0.673692
C: -1.062293 0.563396 0.459941
N: -0.472567 -0.268005 1.535251
C: 0.409404 0.562191 0.638131
C: 1.150672 -0.571554 -0.062510
C: 2.034548 -0.220720 -1.187402
O: 2.588211 -0.436033 0.094346
H: -1.964827 0.587086 -1.474561
H: -2.736005 -0.532640 -0.336811
H: -1.158552 -0.942997 -1.070488
H: -1.595575 1.419682 0.872896
H: -0.657346 -0.066792 2.515020
H: 0.883170 1.423358 1.111198
H: -0.024199 -1.197132 1.076591
H: 2.255891 -0.989193 -1.931676
H: 2.122690 0.803635 -1.566233

Atoms 1-3, force components in eV/Å:
C 0.03 -0.02 -0.02
C -0.12 0.04 -0.07
N -0.11 -0.34 0.30

Löwdin charges, unit e, in atom order: -0.044, -0.261, 0.063, -0.189, -0.287, -0.206, -0.114, 0.085, 0.081, 0.074, 0.142, 0.152, 0.149, 0.163, 0.093, 0.100



This record from the OMol25 dataset describes a molecular structure, C18H32IN2O3PPd at a distorted geometry. The level of theory is wB97M-V/def2-TZVPD.

Calculated values
DFT total energy	-49175.5698	eV
total charge	-2
energy relative to the best compared isomer or geometry (same formula, charge and spin)	1.496	eV
lowest unoccupied orbital energy	4.1	eV
HOMO-LUMO gap	4.445	eV

CARTESIAN COORDINATES (ANGSTROEM)
Pd: 0.056038 -2.967110 -2.273966
C: -2.690224 -3.141781 -0.305543
C: -2.908167 -3.949051 -1.654560
C: -3.613395 -3.170539 -2.839407
C: -1.543159 -4.486909 -2.264219
H: -3.637783 -2.709796 0.010136
H: -1.916882 -2.424549 -0.418563
H: -2.440727 -3.924193 0.431176
H: -3.603081 -4.793671 -1.301702
H: -3.087570 -2.244776 -3.007604
H: -4.661633 -2.885915 -2.639403
H: -3.685052 -3.718084 -3.877109
H: -1.772096 -4.956853 -3.235550
H: -1.109822 -5.331965 -1.623735
I: 1.292990 0.661198 5.198336
C: -0.325263 1.611034 4.084768
H: -1.066854 0.816028 3.937088
H: -0.610638 2.487839 4.643401
C: 1.585562 -1.668895 2.277334
C: 1.047366 -1.800139 0.864288
O: 2.122634 -1.571384 -0.075592
P: 1.684534 -1.560372 -1.659016
O: 1.388066 0.051506 -1.734583
C: 0.500759 0.597196 -2.693848
C: -0.810407 0.887749 -1.959366
O: 3.200475 -1.601421 -2.231438
C: 4.050655 -0.510656 -1.861894
C: 4.617006 0.106811 -3.109723
H: 0.655887 -1.642297 2.881454
H: 1.960028 -0.643892 2.299829
H: 2.371791 -2.442121 2.370425
H: 0.350991 -1.045834 0.574115
H: 0.725483 -2.816479 0.610175
H: 0.316432 -0.054875 -3.515501
H: 1.052215 1.557364 -2.925605
H: -1.263008 -0.122959 -1.749768
H: -1.645538 1.421640 -2.442648
H: -0.578475 1.398729 -1.048233
H: 4.773464 -0.753066 -1.112852
H: 3.475133 0.289108 -1.360094
H: 4.994790 -0.667569 -3.734364
H: 5.347552 0.884042 -2.878556
H: 3.824013 0.616511 -3.751605
N: -2.358411 4.559183 2.132534
C: -2.978483 3.460948 1.609906
N: -2.203409 2.407061 1.651971
C: -0.910753 2.940129 2.033367
C: 0.137318 2.076436 2.732354
C: 1.340905 3.014591 2.831655
C: 1.262236 4.376414 2.912678
C: 0.052711 5.123058 2.867681
C: -1.017287 4.265037 2.384227
H: -2.631775 5.548695 1.929495
H: -4.047390 3.387440 1.494144
H: 0.432044 1.259628 2.097509
H: 2.298804 2.634818 2.679345
H: 2.124114 4.979168 3.025502
H: 0.075291 6.187788 2.721155

Atoms 1-3, force components in eV/Å:
Pd 0.69 0.20 0.39
C -1.22 -1.93 -1.33
C 0.14 -0.80 -0.58

Löwdin charges, unit e, in atom order: 0.166, -0.122, -0.529, -0.150, -0.339, 0.050, 0.004, 0.064, 0.098, 0.029, 0.039, 0.084, -0.039, -0.013, 0.665, -0.547, 0.046, 0.048, -0.107, -0.325, -0.330, 0.658, -0.351, -0.325, -0.086, -0.305, -0.331, -0.094, 0.065, 0.037, 0.086, 0.086, 0.087, 0.069, 0.124, 0.064, 0.068, 0.053, 0.102, 0.106, 0.051, 0.066, 0.094, 0.045, -0.278, 0.083, -0.212, -0.414, -0.176, -0.210, -0.139, -0.280, 0.149, 0.085, 0.098, 0.040, 0.064, 0.031